1.
14
Properties=species:S:1:pos:R:3:lowdin_charge:R:1 method="wB97M-V/def2-TZVPD" orbital_gap_ha="0.2652 / 0.2651" charge=0 max_force_ev_per_a=1.101 relative_energy_kcal_mol=99.5 homo_energy_ha="-0.2566 / -0.2565"
C -1.86 -0.63 -0.19 -0.06
C -0.38 -0.30 -0.28 -0.49
C -0.01 1.07 0.18 -0.15
N 1.40 1.13 0.16 0.04
C 2.25 0.14 0.04 -0.21
O 3.19 -0.47 0.40 0.17
O 0.43 -1.22 0.48 -0.05
H -2.22 -0.50 0.83 0.08
H -2.04 -1.66 -0.50 0.08
H -2.44 0.04 -0.84 0.08
H -0.01 -0.50 -1.31 0.14
H 0.25 -0.99 1.41 0.11
H -0.42 1.88 -0.42 0.08
H 1.86 2.02 0.05 0.17

2.
93
Properties=species:S:1:pos:R:3:lowdin_charge:R:1 method="wB97M-V/def2-TZVPD" multiplicity=2 orbital_gap_ha="0.2085 / 0.1978" charge=+3 max_force_ev_per_a=0.840 relative_energy_kcal_mol=168.6 homo_energy_ha="-0.5810 / -0.5851"
Ti 1.98 1.80 -0.24 0.95
C -1.23 -2.84 -3.20 -0.01
C -1.88 -2.12 -2.24 0.03
C -1.63 -0.69 -2.05 -0.23
C -0.46 -0.11 -2.77 -0.23
C 0.16 -0.88 -3.74 -0.04
C -0.22 -2.20 -3.96 0.06
P 0.25 1.54 -2.44 1.14
C 0.26 2.39 -4.01 -0.36
C -0.69 2.14 -5.01 -0.09
C -0.69 2.90 -6.16 -0.04
C 0.24 3.92 -6.32 -0.03
C 1.18 4.18 -5.33 -0.03
C 1.19 3.42 -4.17 -0.07
C -0.76 2.33 -1.20 -0.33
C -2.24 2.63 -1.19 -0.19
C -2.57 3.56 -0.05 -0.03
C -1.84 3.63 1.06 0.01
C -0.64 2.74 1.23 -0.26
C -0.03 2.36 -0.08 -0.20
H -1.47 -3.87 -3.39 0.14
H -2.68 -2.57 -1.66 0.14
H -2.37 -0.38 -2.85 0.22
H 0.96 -0.46 -4.33 0.14
H 0.28 -2.76 -4.74 0.14
H -1.43 1.35 -4.89 0.10
H -1.42 2.71 -6.94 0.12
H 0.23 4.52 -7.22 0.13
H 1.90 4.98 -5.46 0.13
H 1.93 3.62 -3.40 0.08
H -2.53 3.11 -2.13 0.15
H -3.43 4.21 -0.17 0.13
H -2.10 4.32 1.85 0.13
H -1.00 1.80 1.67 0.15
C 0.32 -2.27 0.37 -0.34
C 1.33 -1.20 -0.03 -0.43
As 2.56 -0.36 1.25 1.33
C 3.13 -1.76 2.41 -0.39
C 3.45 -2.99 1.82 -0.12
C 3.89 -4.03 2.62 -0.05
C 4.04 -3.84 3.99 -0.04
C 3.74 -2.62 4.56 -0.04
C 3.29 -1.56 3.78 -0.09
C 1.47 0.91 2.24 -0.42
C 1.69 2.31 1.73 -0.28
C 0.52 3.21 2.13 -0.24
C 0.16 3.01 3.58 0.01
C 0.20 1.79 4.12 -0.05
C 0.74 0.68 3.34 -0.10
As -1.26 -1.75 1.41 1.49
C -2.57 -0.85 0.38 -0.34
C -2.09 0.03 -0.75 -0.22
C -3.01 1.23 -1.14 -0.16
C -4.29 1.31 -0.37 0.01
C -4.67 0.42 0.55 -0.02
C -3.76 -0.61 0.99 -0.06
C -1.83 -3.31 2.29 -0.39
C -3.12 -3.85 2.17 -0.09
C -3.43 -5.00 2.87 -0.04
C -2.48 -5.60 3.69 -0.02
C -1.21 -5.06 3.82 -0.04
C -0.88 -3.91 3.13 -0.11
H 0.79 -3.04 0.99 0.06
H -0.08 -2.78 -0.51 0.07
H 0.81 -0.40 -0.59 0.00
H 2.00 -1.65 -0.77 0.08
H 3.38 -3.13 0.75 0.11
H 4.15 -4.98 2.17 0.12
H 4.40 -4.65 4.60 0.12
H 3.88 -2.47 5.62 0.12
H 3.09 -0.60 4.24 0.11
H 2.69 2.69 2.02 0.14
H 0.76 4.25 1.91 0.16
H -0.20 3.86 4.16 0.13
H -0.12 1.61 5.13 0.12
H 0.62 -0.33 3.73 0.10
H -1.18 0.45 -0.34 0.08
H -3.34 1.07 -2.17 0.15
H -4.96 2.12 -0.64 0.14
H -5.63 0.50 1.04 0.13
H -4.03 -1.15 1.90 0.11
H -3.85 -3.40 1.52 0.10
H -4.41 -5.44 2.77 0.13
H -2.74 -6.50 4.24 0.13
H -0.49 -5.53 4.47 0.12
H 0.11 -3.48 3.25 0.10
F 3.66 1.15 -1.63 -0.23
P 4.72 2.44 -1.65 0.34
F 5.24 3.89 -1.48 -0.01
F 2.69 3.28 -0.98 -0.33
F 4.74 2.25 -0.08 -0.10
F 5.97 1.65 -2.02 0.03
F 4.15 2.77 -3.06 -0.05

3.
12
Properties=species:S:1:pos:R:3:lowdin_charge:R:1 method="wB97M-V/def2-TZVPD" multiplicity=6 orbital_gap_ha="0.3024 / 0.2925" charge=0 max_force_ev_per_a=2.949 relative_energy_kcal_mol=0.0 homo_energy_ha="-0.3124 / -0.3410"
Mn -0.20 0.05 -1.13 0.79
C 0.92 -0.34 -2.86 -0.26
H 2.03 -0.41 -2.91 0.00
H 0.40 -1.25 -3.26 -0.02
H 0.56 0.65 -3.30 -0.03
H -1.67 0.75 -1.92 0.08
H -2.06 0.39 -1.34 0.11
O 1.20 -0.52 2.34 -0.29
Cl 1.62 -0.45 0.97 0.74
O 3.04 -0.59 0.86 -0.27
O 0.89 -1.45 0.13 -0.42
O 1.16 0.84 0.34 -0.44

4.
14
Properties=species:S:1:pos:R:3:lowdin_charge:R:1 method="wB97M-V/def2-TZVPD" orbital_gap_ha=0.2756 charge=+1 max_force_ev_per_a=4.111 relative_energy_kcal_mol=78.4 homo_energy_ha=-0.4584
C -0.54 -0.75 -1.18 -0.43
C 1.78 0.56 -2.16 -0.35
C -1.24 -0.67 1.46 0.02
N -1.23 0.14 2.44 0.07
O -1.32 -1.81 -1.15 0.05
S 1.14 -0.95 -1.39 1.00
H -0.94 0.15 -0.82 0.06
H 1.32 1.53 -1.63 0.11
H 1.50 0.59 -3.26 0.07
H 2.85 0.59 -1.98 0.04
H -1.76 -1.66 1.60 0.07
H -0.82 1.05 2.39 0.11
H -0.96 -2.57 -1.56 0.11
H -1.53 0.04 3.33 0.07

5.
121
Properties=species:S:1:pos:R:3:lowdin_charge:R:1 method="wB97M-V/def2-TZVPD" multiplicity=3 orbital_gap_ha="0.2679 / 0.1485" charge=+2 max_force_ev_per_a=0.537 relative_energy_kcal_mol=0.0 homo_energy_ha="-0.4173 / -0.4377"
Au -0.16 0.00 0.33 0.93
C 5.80 1.90 0.86 -0.03
C 4.31 1.70 0.90 -0.41
C 3.57 2.71 1.76 -0.03
O 3.81 1.86 -0.48 -0.19
P 2.82 0.83 -1.11 0.47
O 2.02 0.09 -0.09 -0.37
C 1.84 1.86 -2.21 -0.20
P 0.78 3.03 -1.33 0.44
O 0.12 2.42 -0.15 -0.31
O 1.67 4.24 -0.88 -0.17
C 2.25 5.21 -1.82 -0.43
C 3.75 5.12 -1.71 -0.03
C 1.70 6.57 -1.46 -0.03
O -0.16 3.51 -2.49 -0.18
C -1.39 4.27 -2.19 -0.42
C -1.59 5.22 -3.34 -0.03
C -2.53 3.28 -2.00 -0.03
O 3.61 -0.22 -1.95 -0.16
C 4.46 -0.06 -3.14 -0.40
C 5.37 1.15 -3.05 -0.03
C 3.61 -0.08 -4.39 -0.04
H 6.20 1.89 1.88 0.09
H 6.05 2.87 0.41 0.09
H 6.29 1.11 0.29 0.08
H 4.07 0.69 1.23 0.11
H 3.88 3.73 1.50 0.09
H 3.80 2.54 2.81 0.09
H 2.50 2.63 1.61 0.07
H 1.20 1.21 -2.81 0.10
H 2.51 2.42 -2.87 0.07
H 1.93 4.94 -2.83 0.13
H 4.08 5.47 -0.73 0.09
H 4.22 5.76 -2.47 0.10
H 4.10 4.10 -1.84 0.06
H 1.97 6.82 -0.43 0.10
H 0.61 6.59 -1.54 0.07
H 2.11 7.33 -2.12 0.10
H -1.22 4.82 -1.26 0.14
H -1.75 4.67 -4.26 0.09
H -0.73 5.88 -3.46 0.08
H -2.47 5.84 -3.15 0.10
H -2.68 2.71 -2.91 0.09
H -3.44 3.82 -1.77 0.10
H -2.32 2.60 -1.18 0.06
H 5.07 -0.96 -3.11 0.14
H 4.80 2.09 -3.05 0.07
H 6.02 1.17 -3.92 0.10
H 5.98 1.13 -2.15 0.08
H 3.07 0.86 -4.53 0.07
H 2.89 -0.90 -4.36 0.09
H 4.24 -0.22 -5.26 0.10
S -4.35 0.50 1.83 1.06
C -4.45 -0.03 0.21 -0.40
C -3.22 -0.23 -0.35 -0.22
C -2.17 0.06 0.57 -0.38
C -2.63 0.46 1.79 -0.53
C -1.78 0.83 2.93 -0.28
C -2.27 1.14 4.19 -0.02
C -1.39 1.50 5.19 -0.04
C -0.03 1.55 4.91 -0.05
C 0.38 1.22 3.64 -0.13
N -0.46 0.86 2.67 0.07
H -5.42 -0.16 -0.26 0.07
H -3.08 -0.55 -1.37 0.10
H -3.34 1.10 4.38 0.10
H -1.76 1.74 6.18 0.12
H 0.69 1.84 5.66 0.11
H 1.43 1.26 3.36 0.10
C 0.11 -4.22 0.14 -0.38
C 0.36 -5.31 1.17 -0.38
As 0.64 -7.06 0.36 1.50
C 2.00 -6.86 -0.98 -0.41
C 1.67 -6.85 -2.33 -0.10
C 2.68 -6.64 -3.26 -0.06
C 3.99 -6.45 -2.84 -0.05
C 4.30 -6.46 -1.49 -0.06
C 3.31 -6.68 -0.54 -0.11
C 1.33 -8.22 1.66 -0.41
C 2.05 -9.34 1.23 -0.09
C 2.61 -10.19 2.17 -0.04
C 2.43 -9.93 3.52 -0.03
C 1.67 -8.84 3.95 -0.05
C 1.10 -7.99 3.02 -0.08
P 0.23 -2.52 0.88 1.04
C -0.88 -2.76 2.31 -0.38
C -2.24 -2.77 2.00 -0.12
C -3.19 -2.98 2.99 -0.06
C -2.79 -3.17 4.30 -0.06
C -1.44 -3.17 4.62 -0.07
C -0.48 -2.98 3.63 -0.09
C 1.94 -2.47 1.49 -0.38
C 2.29 -1.73 2.62 -0.11
C 3.62 -1.59 2.99 -0.07
C 4.62 -2.16 2.22 -0.07
C 4.29 -2.87 1.07 -0.07
C 2.96 -3.02 0.71 -0.11
H -0.88 -4.31 -0.29 0.09
H 0.83 -4.28 -0.68 0.06
H -0.46 -5.39 1.88 0.07
H 1.30 -5.16 1.72 0.09
H 0.65 -7.01 -2.66 0.11
H 2.44 -6.64 -4.32 0.12
H 4.77 -6.30 -3.57 0.12
H 5.32 -6.32 -1.16 0.12
H 3.56 -6.70 0.51 0.11
H 2.19 -9.53 0.17 0.11
H 3.19 -11.05 1.85 0.12
H 2.86 -10.60 4.25 0.12
H 1.53 -8.66 5.01 0.12
H 0.50 -7.15 3.36 0.10
H -2.57 -2.58 0.98 0.10
H -4.24 -2.99 2.73 0.11
H -3.53 -3.32 5.08 0.11
H -1.12 -3.33 5.64 0.11
H 0.56 -3.01 3.89 0.09
H 1.52 -1.25 3.21 0.08
H 3.87 -1.03 3.88 0.11
H 5.66 -2.05 2.51 0.11
H 5.07 -3.29 0.45 0.11
H 2.73 -3.55 -0.21 0.09

Number 1: electronic energy -361.7223 a.u.. Number 2: electronic energy -8301.4376 a.u.. Number 3: electronic energy -1952.8772 a.u.. Number 4: electronic energy -646.8996 a.u.. Number 5: electronic energy -6164.6549 a.u..